Entry 1:
An isolated ion of composition C9H21N4O2SSi and charge +1 in a non-equilibrium geometry, computed with ωB97M-V/def2-TZVPD.

Computed properties:
- LUMO: -0.178 Eh
- Gap between HOMO and LUMO: 8.224 eV
- DFT total energy: -1412.22232 Eh

```
! wB97M-V def2-TZVPD RIJCOSX def2/J DEFGRID3
* xyz 1 1
C 1.1543 -3.5645 0.7490
C 1.0925 -1.9765 0.2490
O 2.2612 -1.7792 -0.6371
C 2.2939 -0.3695 -1.1500
N 2.5956 0.6457 -0.0705
C 3.5014 0.5790 1.1393
S 4.5501 -0.8680 1.7036
N 3.4625 1.8718 1.9318
N 2.5580 2.6370 1.1706
N 2.0851 1.9270 0.0688
C 1.0724 2.6783 -0.7662
C -0.3757 1.8783 -0.9153
O -0.5591 0.8206 0.1222
Si -2.2635 0.3067 -0.0130
C -2.6328 -1.3892 0.8216
C -3.4895 1.6277 0.7564
C -2.8375 0.1247 -1.8771
H 2.0735 -3.7220 1.4637
H 1.2210 -4.2694 -0.2024
H 0.1289 -3.7607 1.3209
H 0.1062 -1.8150 -0.3624
H 1.2302 -1.2524 1.1613
H 3.1715 -0.3723 -1.9594
H 1.3075 -0.1827 -1.7507
H 3.9171 -1.3215 2.8973
H 1.5107 3.0003 -1.8203
H 0.8235 3.6855 -0.1808
H -1.2605 2.6597 -0.8104
H -0.3396 1.3622 -1.9774
H -2.1461 -1.5350 1.8757
H -2.3428 -2.2938 0.1170
H -3.8033 -1.4538 0.9764
H -3.2603 1.8124 1.9002
H -3.3482 2.6616 0.1861
H -4.6077 1.2828 0.5807
H -3.9630 -0.2019 -1.9125
H -2.7497 1.2166 -2.3452
H -2.1381 -0.6505 -2.4409
*
```

Entry 2:
C9H21N5O7PmS2 as an isolated structure in a non-equilibrium geometry, computed with ωB97M-V/def2-TZVPD.

Computed properties:
- ΔE to the lowest compared entry with this formula, charge and spin: 0.00 kcal/mol
- ⟨S²⟩: 6.004
- LUMO (alpha / beta): -0.088 / -0.087 Eh
- Gap between HOMO and LUMO (alpha / beta): 10.159 / 10.202 eV
- DFT total energy: -2560.55951 Eh

```
! wB97M-V def2-TZVPD RIJCOSX def2/J DEFGRID3
* xyz 1 5
Pm 0.8103 0.5660 -0.9448
C -3.8510 -1.2458 2.5817
C -4.0751 0.2629 2.6479
C -3.3351 1.0428 1.5654
S -1.5518 0.8172 1.6521
O -1.1306 0.4419 0.2116
C -0.9950 2.5236 1.8438
C 0.3262 2.5750 2.6144
C 1.4720 1.8108 1.9419
H -4.4466 -1.7560 3.3381
H -2.8060 -1.5164 2.7577
H -4.1427 -1.6423 1.6037
H -3.8023 0.6529 3.6330
H -5.1367 0.4800 2.5189
H -3.5305 2.1122 1.6204
H -3.5832 0.6882 0.5628
H -1.7841 3.0964 2.3294
H -0.8929 2.8759 0.8221
H 0.1620 2.1704 3.6149
H 0.5958 3.6232 2.7422
H 1.2410 0.7460 1.8657
H 2.3845 1.8837 2.5288
H 1.7120 2.2384 0.9696
O -0.5527 1.1154 -2.5852
N -0.2825 0.0106 -3.1867
O -0.2614 -0.1201 -4.3669
O 0.0065 -0.9721 -2.3626
C 4.1418 2.5722 -2.6659
S 2.8441 1.7234 -1.8928
O 3.2619 1.0546 -0.6619
O 2.2777 0.6977 -2.7910
O 1.7430 2.6467 -1.5346
H 5.0038 1.9034 -2.6652
H 4.3323 3.4704 -2.0763
H 3.8256 2.8182 -3.6808
N 1.2327 -5.7177 -1.4206
C 1.0343 -4.3970 -1.4818
N 0.4533 -3.8980 -2.5736
N 1.4473 -3.7103 -0.4266
C 1.3633 -2.4517 -0.1502
N 1.3588 -1.3620 0.2793
H 0.9702 -6.3357 -2.1655
H 1.6802 -6.0931 -0.6035
H 0.2072 -4.4939 -3.3433
H 0.2726 -2.9084 -2.6656
*
```

Entry 3:
The molecule C9H21NO8P2S in a non-equilibrium geometry, computed with ωB97M-V/def2-TZVPD.

Computed properties:
- LUMO: 0.009 Eh
- Gap between HOMO and LUMO: 9.817 eV
- SMILES: CNC[C@]1(P(=O)(O)O)CO[C@@H](CCCS(=O)(=O)O)[C@@H]1[PH2]=O
- DFT total energy: -2093.16252 Eh

```
! wB97M-V def2-TZVPD RIJCOSX def2/J DEFGRID3
* xyz 0 1
C 0.8999 3.6635 2.3047
N 0.8174 3.3611 0.8758
C -0.3454 2.5716 0.5340
C -0.1976 1.0472 0.8320
P -1.3624 0.6818 2.1811
O -1.0785 1.4007 3.4068
O -2.8583 0.9685 1.7313
O -1.2073 -0.8732 2.3920
C 1.2354 0.6169 1.0818
O 1.8000 0.5945 -0.2252
C 0.8036 0.4687 -1.2134
C 1.2664 -0.5223 -2.2848
C 0.6410 -1.9132 -2.2180
C 1.4673 -2.8201 -1.3060
S 0.5633 -4.2983 -0.9513
O 0.3112 -4.9480 -2.1831
O 1.1748 -5.0479 0.0672
O -0.8001 -3.7067 -0.4108
C -0.4353 0.0936 -0.3948
P -2.0620 0.0446 -1.1905
O -2.9101 -0.9880 -0.5843
H 1.7938 4.2379 2.5012
H 0.0405 4.2275 2.6576
H 0.9792 2.7585 2.8806
H 0.7715 4.2420 0.3821
H -0.4973 2.6706 -0.5349
H -1.2394 2.9675 1.0292
H -2.9342 1.8269 1.2855
H -1.8564 -1.1284 3.0734
H 1.2384 -0.3448 1.5911
H 1.8365 1.3004 1.6543
H 0.5729 1.3944 -1.7474
H 1.0912 -0.1085 -3.2691
H 2.3373 -0.6246 -2.1907
H 0.6771 -2.3665 -3.1978
H -0.3985 -1.9132 -1.9321
H 2.3667 -3.1087 -1.8226
H 1.7498 -2.3264 -0.3864
H -1.4814 -4.2941 -0.7912
H -0.1948 -0.8867 -0.0033
H -2.6748 1.3068 -1.0609
H -1.9015 -0.2259 -2.5631
*
```

Entry 4:
A 2-piece molecular cluster, C9H21P overall in a non-equilibrium geometry, computed with ωB97M-V/def2-TZVPD.

Computed properties:
- ΔE to the lowest compared entry with this formula, charge and spin: 44.23 kcal/mol
- LUMO: 0.031 Eh
- Gap between HOMO and LUMO: 7.953 eV
- DFT total energy: -696.70346 Eh

```
! wB97M-V def2-TZVPD RIJCOSX def2/J DEFGRID3
* xyz 0 1
C 1.4337 -1.8277 -0.0897
C 2.6251 0.2089 0.5864
C 1.8561 -0.0814 -2.0080
C -0.4230 0.7882 1.8598
C -0.2475 1.6319 -0.4895
C -2.6477 0.2076 -1.3195
C -2.5542 -1.1303 1.2538
C 1.7201 -0.3948 -0.3869
C -0.3613 0.4079 0.4127
P -1.5331 -0.8485 -0.2746
H 0.4904 -1.9756 -0.5169
H 2.1929 -2.3524 -0.6880
H 1.5343 -2.0589 0.9199
H 2.6213 1.2551 0.6710
H 2.3676 -0.0758 1.6113
H 3.7063 -0.1435 0.6053
H 1.8310 0.9988 -2.1663
H 2.8474 -0.5326 -2.2279
H 1.0441 -0.6190 -2.4947
H -0.1032 -0.1295 2.3959
H -1.4643 0.9008 2.0976
H 0.2703 1.6416 1.9615
H -1.0746 2.3711 -0.4346
H 0.5498 2.2142 -0.1176
H -0.0975 1.5528 -1.4893
H -2.7922 0.9645 -0.6359
H -3.6195 -0.2360 -1.6747
H -2.0717 0.6414 -2.1667
H -1.8139 -1.0577 2.1240
H -3.0663 -2.0444 1.3197
H -3.2206 -0.2770 1.3618
*
```

Entry 5:
C9H22AlBrF2NaO9S4 as an isolated structure in a non-equilibrium geometry, computed with ωB97M-V/def2-TZVPD.

Computed properties:
- LUMO: -0.291 Eh
- Gap between HOMO and LUMO: 2.703 eV
- DFT total energy: -5803.88607 Eh

```
! wB97M-V def2-TZVPD RIJCOSX def2/J DEFGRID3
* xyz 1 1
C 3.5060 3.3031 0.2593
C 2.1049 3.8658 0.0352
S 0.8227 2.7409 0.5820
C 0.0557 2.6789 -1.0184
S -1.5473 1.9272 -1.0004
S -1.4653 0.1980 0.0864
C -2.5866 3.1118 -0.0060
O -1.9781 4.3977 0.2309
C -1.5477 4.6318 1.6056
H 3.7678 2.5354 -0.4644
H 4.2366 4.1171 0.2917
H 3.4757 2.7832 1.2190
H 1.9521 4.7393 0.6476
H 1.9648 4.1321 -1.0034
H -0.0947 3.6624 -1.4678
H 0.6445 2.0549 -1.6848
H -2.2525 0.4833 1.1477
H -2.9094 2.6847 0.9403
H -3.4801 3.2464 -0.6126
H -1.4747 3.6943 2.1454
H -0.5510 5.0688 1.5886
H -2.2663 5.2856 2.0950
F -0.0946 0.3484 -1.8283
O -1.0743 -0.7048 -5.3273
S -1.2111 0.7455 -5.2920
O -0.0277 1.3838 -4.7177
O -2.3800 1.0980 -4.5013
O -1.3342 1.2047 -6.6719
C 0.4502 -5.5029 -0.2266
C -0.2710 -4.5540 0.7029
C -0.2046 -3.0657 0.4961
O -0.2841 -2.5641 1.8500
C 0.2343 -3.5086 2.6725
O 0.5248 -3.3301 3.8092
O 0.3947 -4.6777 2.0038
H 0.1808 -5.3951 -1.2779
H 1.5244 -5.3798 -0.1176
H 0.2065 -6.4997 0.1490
H -1.3175 -4.8684 0.8047
H -1.0201 -2.6838 -0.1101
H 0.7443 -2.7419 0.0655
Na 4.6794 3.3822 2.6156
O -0.6489 -7.3358 2.2179
H -1.3270 -7.1344 2.8858
H -0.0892 -8.1139 2.4255
H 0.0048 -6.5645 2.0539
Al -1.0479 5.8843 -1.1170
Br 1.7247 6.7413 -0.3515
F 1.2864 -7.5060 1.1701
*
```

Entry 6:
C9H22BeN4O7 as an isolated structure in a non-equilibrium geometry, computed with ωB97M-V/def2-TZVPD.

Computed properties:
- LUMO (alpha / beta): -0.036 / -0.036 Eh
- Gap between HOMO and LUMO (alpha / beta): 5.486 / 5.463 eV
- DFT total energy: -1116.45546 Eh

```
! wB97M-V def2-TZVPD RIJCOSX def2/J DEFGRID3
* xyz 0 1
O -0.0977 0.3648 -4.7387
H -0.6073 0.0177 -5.4846
Be 0.2267 -0.0917 0.3623
N 0.3314 1.4686 1.5384
N 1.2088 0.9927 -0.6384
N -1.0705 -0.9955 1.5907
N -0.2428 -1.5377 -0.5874
O -0.3972 1.7186 2.5873
O -1.4742 -0.5912 2.8295
O 0.1269 -1.7280 -1.8980
O 1.6523 0.4818 -1.7370
C 1.7354 2.1372 -0.1334
C 1.1819 2.4431 1.1338
C -1.4128 -2.2346 1.2512
C -0.8824 -2.5672 -0.0219
C 1.5447 3.5953 1.9964
H 1.8282 3.2463 2.9902
H 0.7151 4.2962 2.1062
H 2.3896 4.1359 1.5765
C 2.8941 2.8199 -0.7606
H 2.6800 3.1046 -1.7896
H 3.7784 2.1765 -0.7636
H 3.1649 3.7184 -0.2091
C -2.0962 -3.2081 2.1278
C -0.9370 -3.9351 -0.5727
H -2.7292 -2.7023 2.8612
H -1.3708 -3.8418 2.6601
H -2.7089 -3.8866 1.5259
H -0.1398 -4.0628 -1.3081
H -1.9095 -4.1418 -1.0341
H -0.7939 -4.6643 0.2326
H -1.1349 0.3961 2.8440
H 0.7229 -0.9234 -2.0569
C -1.0490 0.8541 -3.7505
H -0.4554 1.5226 -3.1146
H -1.4466 0.0219 -3.1414
H -1.9033 1.4239 -4.1847
O -1.8928 1.0509 -0.0213
H -2.3274 0.4013 0.5694
H -1.7641 1.7996 0.5933
O 1.6211 -0.8315 1.1789
H 1.6431 -0.4669 2.0825
H 1.3985 -1.7775 1.3087
*
```

Question: What is the formula in the sixth record?
Answer: C9H22BeN4O7